(1)
{"formula": "C29H65CrNO18", "method": "wB97M-V/def2-TZVPD", "e_tot_ev": -97889.796, "largest_force_ev_per_a": 3.31, "spin_multiplicity": 5, "homo_ev": [-6.0, -6.0], "orbital_gap_ev": [5.26, 5.06], "species": ["Cr", "N", "H", "H", "H", "H", "C", "C", "C", "O", "H", "H", "H", "H", "H", "H", "H", "C", "C", "C", "O", "H", "H", "H", "H", "H", "H", "H", "C", "C", "C", "O", "H", "H", "H", "H", "H", "H", "H", "C", "C", "O", "C", "O", "O", "C", "H", "H", "H", "H", "H", "H", "H", "H", "C", "C", "O", "C", "O", "O", "C", "H", "H", "H", "H", "H", "H", "H", "H", "C", "C", "O", "C", "O", "O", "C", "H", "H", "H", "H", "H", "H", "H", "H", "C", "C", "O", "C", "O", "O", "C", "H", "H", "H", "H", "H", "H", "H", "H", "C", "C", "O", "C", "O", "O", "C", "H", "H", "H", "H", "H", "H", "H", "H"], "coordinates": [[-8.63307, 0.12332, -11.85653], [-10.08554, 4.14403, -10.43751], [-11.00380, 4.22699, -10.01371], [-9.89480, 4.78971, -11.24082], [-10.01312, 3.19811, -10.84168], [-9.36091, 4.30633, -9.74453], [-12.46651, 0.00286, -11.03395], [-11.60129, 1.03404, -11.80289], [-12.42240, 2.36933, -11.88997], [-10.30104, 1.24941, -11.33180], [-13.52734, 0.20432, -11.17501], [-12.30967, 0.17876, -9.96507], [-12.22075, -1.00402, -11.36793], [-11.61578, 0.59499, -12.80917], [-12.08585, 3.18158, -12.53273], [-12.60351, 2.70741, -10.86364], [-13.44389, 2.14599, -12.21089], [-11.90481, 6.45725, -12.10406], [-10.47416, 6.77525, -12.68935], [-9.82880, 7.82044, -11.74718], [-9.77590, 5.59794, -12.88216], [-12.50789, 5.77808, -12.71239], [-12.42874, 7.40324, -12.30998], [-12.01559, 6.19031, -11.05140], [-10.59930, 7.15003, -13.71567], [-8.90862, 8.12347, -12.24961], [-9.68576, 7.49505, -10.71457], [-10.43325, 8.72978, -11.65694], [-4.74378, 1.83642, -10.63467], [-6.17570, 1.52543, -10.18711], [-7.06188, 2.77113, -10.17772], [-6.79936, 0.62854, -11.05712], [-4.58997, 2.33423, -11.59395], [-4.21497, 0.88757, -10.77176], [-4.11576, 2.36817, -9.91545], [-6.12658, 1.11995, -9.16868], [-7.12326, 3.20975, -11.17468], [-6.70407, 3.51108, -9.45498], [-8.07345, 2.46742, -9.89635], [-13.80154, 4.16260, -14.66741], [-13.12008, 4.51324, -16.01872], [-12.56240, 3.32133, -16.54837], [-11.41490, 2.82415, -16.03772], [-10.68789, 3.43688, -15.31496], [-11.30226, 1.59479, -16.50048], [-10.20876, 0.78681, -16.06804], [-14.83596, 3.90074, -14.88951], [-13.78640, 4.98661, -13.95430], [-13.29246, 3.30828, -14.23013], [-12.32918, 5.26163, -15.97567], [-13.90370, 4.79536, -16.71803], [-10.38421, -0.18919, -16.50852], [-10.13865, 0.86496, -14.98087], [-9.26054, 1.15761, -16.46219], [-13.04748, -1.58169, -7.25041], [-12.55651, -2.75854, -6.44183], [-12.78696, -2.56923, -5.02649], [-12.46115, -3.52299, -4.18378], [-11.70301, -4.43840, -4.38435], [-12.95861, -3.16360, -2.99126], [-12.67077, -3.90067, -1.81900], [-13.35056, -0.71942, -6.65939], [-13.92617, -1.88440, -7.82320], [-12.34171, -1.27086, -8.02017], [-11.55887, -3.14544, -6.64664], [-13.19272, -3.63229, -6.61249], [-13.25838, -3.52959, -0.98077], [-11.64278, -3.77492, -1.47660], [-12.92668, -4.94903, -1.96544], [-11.12456, -5.03159, -10.18571], [-11.08796, -3.55879, -10.57512], [-10.56011, -2.89222, -9.43446], [-9.80376, -1.87037, -9.46005], [-9.19953, -1.35109, -10.38496], [-9.59143, -1.54019, -8.17862], [-8.67535, -0.51156, -7.81525], [-11.67944, -5.19884, -9.26245], [-10.10152, -5.35437, -9.99379], [-11.63304, -5.59235, -10.96898], [-12.12237, -3.26406, -10.75564], [-10.51131, -3.44411, -11.49153], [-8.56565, -0.61236, -6.73900], [-9.11749, 0.46654, -8.01392], [-7.75847, -0.63316, -8.39123], [-15.31034, 7.98812, -7.63103], [-14.50591, 7.07097, -8.51029], [-15.16942, 6.81935, -9.75956], [-14.89802, 5.60610, -10.30337], [-14.13799, 4.75434, -9.90228], [-15.69093, 5.49247, -11.33755], [-16.01783, 4.19498, -11.86116], [-16.34098, 7.62725, -7.53895], [-15.42173, 9.02601, -7.93358], [-14.98908, 7.86555, -6.59538], [-14.17721, 6.12016, -8.08518], [-13.51069, 7.49506, -8.68766], [-15.48672, 3.43092, -11.29664], [-15.80283, 4.13532, -12.92086], [-17.04965, 3.95143, -11.61715], [-15.59410, 0.64697, -8.92969], [-15.83488, 2.13832, -8.68584], [-16.90064, 2.67488, -9.47874], [-18.09912, 2.75860, -8.92773], [-18.43131, 2.42772, -7.80902], [-18.89508, 3.42674, -9.74081], [-20.19750, 3.84098, -9.36566], [-14.56712, 0.38647, -8.67690], [-15.80260, 0.39011, -9.96699], [-16.23603, 0.05960, -8.27088], [-14.95761, 2.66606, -9.06582], [-15.83453, 2.43769, -7.63931], [-20.29546, 4.88852, -9.63954], [-20.32075, 3.74175, -8.28762], [-20.94246, 3.22008, -9.85952]], "forces_ev_per_a": [[0.2, 1.7, 2.4], [0.3, -0.7, 0.5], [-0.1, 0.3, -0.2], [-0.3, 1.2, -1.9], [0.0, -0.4, 0.1], [0.0, -0.2, 0.1], [0.6, 0.9, 0.6], [-1.2, 0.7, -1.0], [-0.3, -0.9, 0.7], [1.2, -0.9, -0.4], [0.0, -0.2, -0.4], [0.2, -0.5, 0.1], [0.0, -0.1, 0.4], [0.4, 0.3, -0.4], [0.7, -0.1, 0.2], [0.3, 0.4, 0.0], [0.1, -0.2, -0.3], [-0.5, 1.6, -1.5], [-0.6, -2.4, 0.8], [-0.1, 0.5, -1.1], [0.5, -0.2, 2.0], [0.6, -0.5, 0.1], [-0.4, 0.1, 0.7], [0.4, 0.1, 0.1], [-0.4, 0.9, 0.2], [0.3, -0.1, 0.5], [0.3, -0.5, -0.1], [-0.2, 0.0, -0.2], [0.9, -0.8, -0.1], [-0.4, 0.8, -1.1], [0.1, 0.1, 0.5], [-1.4, -0.9, -1.0], [-0.7, 0.2, 0.0], [-0.2, -0.2, 0.1], [-0.4, 0.2, 0.3], [0.0, -0.1, 0.1], [0.2, 0.1, 0.0], [0.0, 0.1, -0.1], [0.0, -0.1, 0.1], [0.3, 0.5, -0.8], [0.0, -0.2, 1.0], [0.0, -1.2, -0.9], [-1.0, 1.6, 0.0], [0.5, -0.5, 0.3], [0.0, -1.0, -0.5], [0.3, 1.0, -0.1], [0.0, -0.2, 0.2], [0.0, 0.0, -0.1], [-0.1, 0.1, 0.1], [-0.2, 0.1, 0.3], [0.3, 0.1, -0.2], [-0.1, -0.2, 0.5], [-0.1, -0.5, 0.0], [-0.1, 0.2, -0.1], [-0.2, 0.0, -0.6], [-0.7, -1.9, 0.6], [-0.3, 1.3, -0.5], [1.6, 0.2, 1.1], [-0.6, -0.3, -0.2], [-0.7, 0.6, 0.0], [0.3, -0.6, 0.4], [0.2, -0.1, 0.2], [-0.1, 0.0, 0.2], [0.3, 0.1, 0.3], [0.3, 0.7, 0.2], [0.0, 0.0, -0.7], [-0.4, 0.3, -0.5], [0.2, -0.2, -0.5], [0.3, -0.1, 0.0], [0.1, 0.3, 0.1], [-0.7, -1.4, -0.2], [-1.5, -1.0, -0.3], [2.5, 1.6, 1.5], [-0.7, -0.4, -0.6], [-0.8, -0.3, -0.4], [-0.1, 0.4, -0.4], [-0.1, 0.2, 0.0], [-0.1, -0.4, -0.3], [0.3, -0.2, -0.1], [0.2, 0.6, 0.1], [0.3, 0.4, 0.2], [0.3, -0.1, -0.1], [0.1, 0.0, -0.2], [0.1, 0.1, 0.3], [-1.3, -1.0, 0.7], [1.5, 0.2, -0.2], [0.7, -0.8, 0.2], [-0.4, 0.2, 0.4], [0.1, 0.5, 0.3], [-0.9, 0.0, -1.1], [0.2, -0.6, 0.9], [0.0, -0.2, -0.4], [0.6, 0.0, -0.1], [0.5, 0.5, -0.1], [-0.9, -0.1, 0.4], [-0.2, 0.5, -0.5], [0.5, 0.1, -0.3], [0.0, 0.2, 0.0], [-0.2, 0.6, -0.4], [-0.7, 0.3, 0.8], [1.8, -0.1, -0.6], [-0.1, -0.4, 0.2], [-1.0, 0.7, 2.0], [0.6, -0.4, -0.5], [0.4, 0.2, -1.7], [-0.1, -0.2, 0.9], [0.0, 0.1, -0.1], [0.1, 0.0, 0.0], [-0.1, -0.1, -0.2], [-0.1, 0.1, -0.3], [-0.8, -0.2, 0.1], [0.0, -0.1, -0.2], [0.0, 0.0, 0.0], [0.1, 0.1, -0.1]], "lowdin_spin": [3.88, 0.00, 0.00, 0.00, 0.00, 0.00, 0.00, 0.00, 0.00, 0.02, 0.00, 0.00, 0.00, 0.00, 0.00, 0.00, 0.00, 0.00, 0.00, 0.00, 0.00, 0.00, 0.00, 0.00, 0.00, 0.00, 0.00, 0.00, 0.00, 0.01, 0.00, 0.03, 0.00, 0.00, 0.00, 0.00, 0.00, 0.00, 0.00, 0.00, 0.00, 0.00, 0.00, 0.00, 0.00, 0.00, 0.00, 0.00, 0.00, 0.00, 0.00, 0.00, 0.00, 0.00, 0.00, 0.00, 0.00, 0.00, 0.00, 0.00, 0.00, 0.00, 0.00, 0.00, 0.00, 0.00, 0.00, 0.00, 0.00, 0.00, 0.00, 0.00, 0.01, 0.04, 0.00, 0.00, 0.00, 0.00, 0.00, 0.00, 0.00, 0.00, 0.00, 0.00, 0.00, 0.00, 0.00, 0.00, 0.00, 0.00, 0.00, 0.00, 0.00, 0.00, 0.00, 0.00, 0.00, 0.00, 0.00, 0.00, 0.00, 0.00, 0.00, 0.00, 0.00, 0.00, 0.00, 0.00, 0.00, 0.00, 0.00, 0.00, 0.00, 0.00]}

(2)
{"formula": "C31H80BrN2O14", "method": "wB97M-V/def2-TZVPD", "e_tot_ev": -135123.185, "largest_force_ev_per_a": 0.43, "homo_ev": -11.1, "relative_energy_ev": 0.0000, "total_charge": 1, "orbital_gap_ev": 6.78, "species": ["N", "C", "O", "C", "O", "C", "C", "C", "N", "C", "C", "Br", "H", "H", "H", "H", "H", "H", "H", "H", "C", "C", "O", "H", "H", "H", "H", "H", "H", "C", "C", "O", "H", "H", "H", "H", "H", "H", "C", "C", "O", "H", "H", "H", "H", "H", "H", "C", "C", "O", "H", "H", "H", "H", "H", "H", "C", "C", "O", "H", "H", "H", "H", "H", "H", "C", "C", "O", "H", "H", "H", "H", "H", "H", "C", "C", "O", "H", "H", "H", "H", "H", "H", "C", "C", "O", "H", "H", "H", "H", "H", "H", "C", "C", "O", "H", "H", "H", "H", "H", "H", "C", "C", "O", "H", "H", "H", "H", "H", "H", "C", "C", "O", "H", "H", "H", "H", "H", "H", "C", "C", "O", "H", "H", "H", "H", "H", "H"], "coordinates": [[-4.06559, 8.92395, -4.34127], [-3.61123, 7.93015, -5.29544], [-3.01319, 6.81208, -4.60028], [-3.84884, 5.91176, -4.08986], [-5.02413, 5.79831, -4.27815], [-3.12488, 4.96374, -3.15997], [-3.54134, 4.94554, -1.82846], [-2.90608, 4.12265, -0.93206], [-1.90713, 3.33703, -1.35232], [-1.48083, 3.30513, -2.62306], [-2.07894, 4.12450, -3.55817], [-1.44799, 3.99833, -5.30526], [-3.77271, 9.84298, -4.64937], [-3.61635, 8.80229, -3.43955], [-4.43998, 7.56798, -5.90048], [-2.83274, 8.30129, -5.96037], [-4.34718, 5.59572, -1.51864], [-3.15831, 4.09390, 0.11970], [-1.44468, 2.74469, -0.66967], [-0.67105, 2.63153, -2.85554], [-3.07725, 0.18466, -3.71721], [-1.77816, -0.19215, -3.03462], [-1.62333, 0.53594, -1.80042], [-3.06371, 1.26138, -3.89181], [-3.21307, -0.33062, -4.66685], [-3.93183, -0.04311, -3.07566], [-0.91959, 0.06528, -3.65303], [-1.73074, -1.26399, -2.83218], [-2.36085, 0.27640, -1.23835], [-4.55736, 0.79056, 1.45001], [-3.04580, 0.91064, 1.50195], [-2.62757, 2.15379, 2.07105], [-4.98947, 1.61752, 0.88392], [-4.86375, -0.14680, 0.98455], [-4.97943, 0.82207, 2.45570], [-2.62891, 0.88819, 0.49281], [-2.61579, 0.07695, 2.06357], [-2.97911, 2.18885, 2.96688], [2.43660, -2.73221, -1.59145], [1.32990, -1.95519, -2.26769], [1.24740, -2.21392, -3.67246], [3.40100, -2.50195, -2.04505], [2.47882, -2.49492, -0.53000], [2.27300, -3.80732, -1.69246], [1.49918, -0.88211, -2.17859], [0.36583, -2.18708, -1.80219], [1.08997, -3.15565, -3.79599], [-0.75256, -2.93747, -7.05503], [0.72956, -2.61345, -7.06357], [0.99724, -1.31320, -6.54386], [-1.30460, -2.20019, -7.63877], [-0.94044, -3.92607, -7.47511], [-1.14458, -2.92087, -6.03373], [1.11960, -2.61770, -8.08007], [1.28621, -3.36129, -6.48777], [0.70102, -1.30283, -5.62567], [1.76007, -1.11728, 3.50747], [1.93583, -1.44113, 2.03761], [0.71014, -1.90958, 1.45988], [1.41188, -1.99551, 4.05298], [2.70049, -0.78465, 3.94585], [1.01539, -0.32808, 3.64648], [2.67157, -2.23323, 1.91042], [2.28770, -0.56326, 1.48646], [0.05911, -1.20973, 1.56189], [-1.98492, 7.74640, 0.96428], [-2.96770, 8.73246, 0.36935], [-3.03848, 8.61259, -1.05811], [-0.99486, 7.89620, 0.53017], [-1.91481, 7.85165, 2.04509], [-2.29123, 6.71695, 0.75065], [-2.65943, 9.75788, 0.56170], [-3.95721, 8.58428, 0.80448], [-3.30858, 7.71225, -1.25537], [-6.06729, 7.43649, 4.73823], [-5.31823, 8.07052, 3.58417], [-4.55438, 7.11371, 2.84065], [-5.37313, 6.93319, 5.41132], [-6.61844, 8.18768, 5.30364], [-6.78249, 6.69435, 4.37510], [-4.59631, 8.79996, 3.94761], [-6.01308, 8.58857, 2.91557], [-5.17099, 6.45699, 2.50258], [6.30189, -2.98698, 5.44169], [5.19073, -2.19891, 4.77708], [5.09431, -2.48734, 3.38042], [7.25514, -2.76629, 4.96041], [6.38301, -2.75630, 6.50149], [6.12137, -4.06021, 5.34404], [5.37608, -1.12816, 4.85837], [4.22936, -2.41757, 5.25722], [4.91856, -3.43086, 3.29271], [8.35655, -4.55206, 10.48000], [7.24034, -3.79367, 9.78818], [7.14895, -4.10743, 8.39966], [9.31238, -4.34030, 10.00076], [8.42394, -4.27493, 11.53256], [8.18495, -5.62946, 10.42315], [7.42087, -2.72061, 9.83466], [6.28242, -3.99525, 10.27949], [6.97694, -5.05093, 8.32199], [0.51851, -6.05833, 1.09555], [1.71023, -6.19041, 2.02215], [2.56133, -5.04322, 1.97015], [0.85292, -5.90130, 0.06846], [-0.09929, -6.95445, 1.13812], [-0.09493, -5.19832, 1.37765], [2.33184, -7.03567, 1.73248], [1.37588, -6.35677, 3.05037], [2.03613, -4.28286, 2.23838], [-2.17992, -10.48398, 2.44477], [-0.71129, -10.10883, 2.49423], [-0.50981, -8.75783, 2.90723], [-2.71924, -9.81929, 1.76935], [-2.30949, -11.51087, 2.10177], [-2.63474, -10.39714, 3.43428], [-0.26274, -10.18332, 1.50462], [-0.16921, -10.78616, 3.16166], [-0.88201, -8.66056, 3.78907], [4.97590, -0.38804, -7.55429], [4.11395, 0.02716, -8.73248], [2.94522, -0.77244, -8.85273], [5.26487, -1.43497, -7.64876], [5.87988, 0.22017, -7.49481], [4.42478, -0.27759, -6.61746], [4.65900, -0.09713, -9.66744], [3.83716, 1.08453, -8.64609], [2.43233, -0.67041, -8.04294]], "forces_ev_per_a": [[0.2, -0.1, 0.0], [-0.1, 0.3, -0.2], [-0.1, -0.1, 0.4], [0.0, -0.1, -0.4], [0.1, 0.1, 0.1], [0.2, 0.0, 0.1], [0.2, 0.0, -0.4], [-0.1, 0.2, 0.2], [0.0, 0.2, 0.0], [-0.1, 0.1, 0.2], [-0.1, 0.0, 0.2], [0.0, 0.1, -0.2], [-0.1, 0.1, 0.0], [0.0, 0.0, 0.0], [0.0, -0.1, 0.1], [0.1, -0.1, 0.1], [-0.1, -0.1, 0.1], [0.1, -0.2, 0.0], [0.0, -0.2, -0.1], [0.0, 0.0, 0.0], [0.1, 0.2, 0.2], [-0.1, -0.2, 0.0], [0.0, -0.1, 0.0], [-0.2, 0.0, -0.2], [0.1, 0.0, 0.0], [0.0, 0.0, 0.0], [0.1, 0.0, 0.0], [0.1, 0.0, 0.0], [0.0, -0.1, 0.0], [0.0, 0.1, 0.0], [-0.2, 0.1, 0.2], [0.0, -0.1, -0.3], [0.0, 0.0, 0.0], [0.0, 0.0, 0.0], [0.0, -0.1, 0.0], [0.1, 0.0, 0.2], [0.1, 0.0, -0.1], [0.1, 0.1, 0.0], [0.1, 0.0, -0.2], [-0.1, -0.1, 0.0], [-0.1, 0.1, -0.1], [0.0, 0.0, 0.0], [0.0, 0.0, 0.0], [0.0, 0.0, 0.1], [0.0, 0.0, 0.0], [0.0, 0.1, 0.1], [0.1, 0.0, 0.0], [0.0, 0.1, 0.0], [0.0, 0.0, 0.1], [-0.2, 0.1, -0.2], [0.0, 0.0, 0.0], [0.0, 0.0, 0.0], [0.0, 0.0, 0.0], [0.0, 0.0, 0.0], [0.0, 0.0, -0.1], [0.3, -0.1, 0.1], [0.0, 0.0, 0.0], [-0.2, 0.1, 0.1], [0.1, -0.1, -0.1], [0.0, 0.0, 0.0], [0.0, 0.0, 0.0], [0.0, 0.0, 0.0], [0.0, 0.0, -0.1], [0.1, 0.0, 0.0], [0.0, 0.0, 0.0], [0.2, 0.0, -0.2], [0.0, -0.1, 0.0], [0.0, 0.0, -0.1], [0.0, 0.0, 0.0], [-0.1, 0.0, 0.0], [-0.1, 0.0, 0.1], [0.0, 0.0, 0.0], [0.0, 0.1, 0.0], [0.0, 0.0, 0.1], [0.1, -0.1, 0.0], [0.0, 0.0, 0.0], [-0.1, 0.0, 0.0], [0.0, 0.0, 0.0], [0.0, 0.0, 0.0], [0.0, 0.0, 0.0], [0.0, 0.0, 0.0], [0.0, 0.0, 0.0], [0.0, 0.0, 0.1], [0.0, 0.1, -0.1], [0.0, -0.3, -0.1], [-0.1, 0.1, 0.1], [0.0, 0.0, 0.0], [0.0, 0.0, 0.0], [0.0, 0.0, 0.0], [0.0, 0.0, -0.1], [0.0, 0.1, 0.1], [0.0, 0.0, -0.1], [0.0, 0.0, -0.1], [0.0, -0.1, 0.0], [0.0, 0.0, 0.1], [0.0, 0.0, 0.0], [0.0, 0.0, 0.0], [0.0, 0.0, 0.0], [0.0, 0.0, 0.0], [0.0, 0.1, 0.0], [0.0, 0.0, 0.0], [0.0, 0.1, -0.1], [-0.1, 0.1, 0.0], [0.1, 0.0, 0.0], [0.0, 0.0, 0.0], [0.0, 0.0, 0.0], [0.0, 0.0, 0.0], [0.0, 0.0, 0.0], [0.0, -0.1, 0.0], [-0.1, 0.0, -0.1], [0.0, 0.1, 0.0], [0.0, 0.0, 0.1], [0.0, 0.0, 0.0], [0.0, 0.0, 0.0], [0.0, 0.0, 0.0], [0.0, 0.0, 0.0], [0.0, 0.0, 0.0], [0.0, 0.0, 0.0], [0.0, 0.0, 0.0], [0.0, -0.1, 0.0], [-0.1, 0.0, 0.1], [0.1, 0.0, 0.0], [0.0, 0.0, 0.0], [0.0, 0.0, 0.0], [0.0, 0.0, 0.0], [0.0, 0.0, 0.0], [0.0, 0.0, 0.0], [-0.1, 0.0, 0.1]], "mulliken_charge": [-0.57, -0.28, -0.25, -0.16, -0.50, 1.09, -0.31, -1.27, 0.19, -0.80, 0.23, -0.04, 0.28, 0.22, 0.34, 0.25, 0.84, 0.74, 0.34, 0.57, -1.07, -0.14, -0.33, 0.17, 0.41, 0.35, 0.22, 0.27, 0.00, -1.20, 0.98, -0.52, 0.29, 0.36, 0.41, -0.77, 0.35, 0.30, -0.85, -0.09, -0.33, 0.35, -0.01, 0.33, 0.24, 0.12, 0.22, -1.06, -0.09, -0.49, 0.30, 0.36, 0.24, 0.38, 0.17, 0.22, -1.03, -0.25, -0.34, 0.26, 0.22, 0.36, 0.29, 0.35, 0.16, -0.76, -0.25, -0.45, 0.33, 0.35, 0.00, 0.31, 0.21, 0.25, -1.17, -0.26, -0.37, 0.29, 0.35, 0.34, 0.30, 0.32, 0.22, -1.08, -0.21, -0.48, 0.29, 0.32, 0.33, 0.32, 0.23, 0.28, -1.05, -0.25, -0.44, 0.28, 0.33, 0.33, 0.28, 0.27, 0.26, -0.86, -0.21, -0.45, 0.21, 0.28, 0.24, 0.28, 0.24, 0.20, -1.02, -0.23, -0.44, 0.27, 0.34, 0.31, 0.28, 0.27, 0.25, -0.97, -0.21, -0.48, 0.26, 0.36, 0.26, 0.28, 0.26, 0.27]}

- What is the formula in the second record?
  C31H80BrN2O14